# 1
A molecular structure, C4H6FeO2. Source: OMol25; level of theory: ωB97M-V with the def2-TZVPD basis set.

Geometry as XYZ:
```
13
Properties=species:S:1:pos:R:3:forces:R:3
O 2.84135 -0.04932 0.44151 -0.5 1.2 0.1
C 1.85494 -0.84009 -0.20439 -0.2 -0.7 -0.4
C 0.52791 -0.07667 -0.34073 -0.2 -0.2 0.2
O -0.41717 -0.59753 0.61667 0.8 -0.2 -0.3
C -1.62958 -0.04629 0.67484 -0.8 0.3 -0.7
C -2.05929 1.03234 -0.00502 0.5 -0.2 -0.2
Fe 1.71618 1.48039 0.38361 0.2 -1.5 -0.2
H 1.68220 -1.78110 0.35537 0.0 0.4 -0.1
H 2.20106 -1.12523 -1.21902 -0.1 0.2 0.3
H 0.09212 -0.19629 -1.34564 0.1 0.4 0.3
H -2.32519 -0.67919 1.23406 0.4 0.5 0.3
H -3.06211 1.40478 0.20561 0.3 -0.1 -0.4
H -1.42243 1.47421 -0.79686 -0.6 0.0 0.9
```
Positions in Å, forces in eV/Å.

Calculated values
Frontier orbital gap (alpha / beta) in eV: 7.05 / 7.25
Spin multiplicity: 5
⟨S²⟩: 6.02
Molecular weight in Da: 141.935
LUMO level (alpha / beta) in eV: -1.04 / -1.22

# 2
A molecular structure, CH2Cl3O2PS2. Source: OMol25; level of theory: ωB97M-V with the def2-TZVPD basis set.

Geometry as XYZ:
```
11
Properties=species:S:1:pos:R:3:forces:R:3
C 2.64980 0.56381 0.73287 0.0 1.6 0.7
O -1.71926 -2.25117 -0.14377 0.1 -0.4 0.2
O 2.27125 -0.06464 1.64358 -0.3 -0.5 -0.2
P -1.50155 -1.05679 -0.94434 0.2 -0.4 -1.7
S -0.08945 -0.63217 -2.22925 -1.2 -0.1 1.4
S -3.29932 -0.01431 -1.14832 -0.3 -1.7 1.1
Cl 1.91738 2.16598 0.32838 0.3 -0.9 -0.1
Cl -0.91280 0.33941 1.24364 0.2 0.9 0.6
Cl 4.11206 0.30101 -0.11736 0.1 -0.2 -0.4
H -0.83323 -0.18124 2.41265 0.0 -0.3 -0.1
H -2.59488 0.83011 -1.77806 0.9 1.9 -1.4
```
Positions in Å, forces in eV/Å.

Calculated values
Frontier orbital gap in eV: 9.14
Molecular weight in Da: 247.492
LUMO level in eV: -0.74

# 3
A molecular structure, C17H21NO4S. Source: OMol25; level of theory: ωB97M-V with the def2-TZVPD basis set.

Geometry as XYZ:
```
44
Properties=species:S:1:pos:R:3:forces:R:3
C -5.56231 -1.35349 1.67470 3.9 -5.7 -6.2
H -6.35848 -1.39970 2.19980 -5.5 -0.3 3.5
H -5.66679 -1.68751 0.57771 -1.0 -1.8 1.4
H -4.76450 -1.96584 2.04422 0.7 -0.3 0.7
O -5.24722 -0.16536 1.34707 -5.0 7.6 4.8
C -4.23948 0.26576 0.81567 5.1 4.8 -3.0
C -3.43784 -0.67338 0.27579 5.4 2.2 -5.1
C -2.29069 -0.06017 -0.73472 -2.0 -0.8 2.3
C -2.02769 1.29860 -0.80513 1.5 -4.1 -0.1
C -2.77448 2.12707 -0.06305 -5.9 -1.9 3.3
C -3.95742 1.91477 0.68565 4.6 -9.1 -3.0
H -4.65403 2.50840 1.06872 -2.4 2.8 1.5
H -2.60838 3.05256 -0.21392 1.4 6.8 -0.7
O -0.84576 1.69696 -1.39119 -1.3 -4.2 -0.2
C -0.61978 2.96028 -1.79119 1.1 1.4 7.0
H -0.45116 3.47405 -0.60731 0.2 -0.1 -3.4
H 0.29685 2.84013 -2.26389 1.3 1.2 -1.6
H -1.48849 3.40732 -2.08401 -1.8 1.6 -2.1
S -1.17100 -1.17876 -1.56873 -9.0 -6.3 1.6
O -1.62530 -2.52919 -0.85004 2.2 4.3 -2.8
O -1.47468 -1.07528 -3.00212 2.1 0.2 1.9
N 0.18300 -0.86408 -0.97692 4.3 4.2 -2.9
H 0.60582 -0.01714 -1.55608 -0.9 -2.1 1.9
C 0.60581 -1.00389 0.43983 -4.3 -4.8 -2.2
C 1.62218 -2.05694 0.24912 -1.3 -6.7 9.4
H 1.19259 -3.12113 0.19350 0.0 1.8 -1.2
H 1.88010 -2.46341 1.55168 -0.4 1.7 -2.8
C 2.94312 -1.92652 -0.37176 -1.6 -9.4 2.1
C 3.57258 -0.86754 0.11614 5.2 6.8 -1.2
C 4.42190 -0.78698 1.25237 -0.3 7.5 -3.5
C 5.06026 0.52899 1.47131 0.1 -7.7 6.2
C 4.95166 1.49739 0.56261 6.7 4.7 7.7
C 4.28666 1.49065 -0.46610 -7.4 -1.6 -11.1
C 3.57420 0.15407 -0.84685 2.1 5.0 3.0
H 3.00352 0.15971 -1.74400 -0.3 -0.4 -0.6
H 4.24727 2.50976 -1.10631 -0.1 -2.9 1.1
H 5.52733 2.43995 0.78111 -0.6 -0.9 0.0
H 5.61887 0.48593 2.70387 -1.4 0.9 -4.4
H 4.42846 -1.56429 1.84914 0.5 -3.6 3.3
H 2.51620 -1.95374 -1.29973 1.0 0.1 -3.7
H 3.62123 -3.03367 0.00968 -2.3 3.1 -1.8
H -0.38275 -1.14622 1.08685 2.5 -0.3 -1.2
H 1.03323 -0.16386 0.63148 2.5 5.5 1.7
H -3.54457 -1.75426 0.15500 0.0 0.6 0.4
```
Positions in Å, forces in eV/Å.

Calculated values
Frontier orbital gap in eV: 8.34
Molecular weight in Da: 335.425
LUMO level in eV: 0.17

# 4
3 unconnected molecules or ions with the total composition C5H17NO2. Source: OMol25; level of theory: ωB97M-V with the def2-TZVPD basis set.

Geometry as XYZ:
```
25
Properties=species:S:1:pos:R:3:forces:R:3
C -0.89091 0.00216 -2.36285 0.8 -3.1 0.2
C 0.20050 0.85127 -1.74570 -0.5 3.7 -4.0
N 0.40521 0.91835 -0.36308 2.5 -0.9 2.2
C 1.77926 0.43978 0.08071 -1.4 1.7 -0.8
C 1.90195 -0.96639 -0.26755 0.6 -0.5 0.4
C 0.16832 2.18267 0.25359 -3.5 0.4 0.0
H -1.02921 -0.85912 -1.66051 -0.6 0.6 -0.5
H -1.82666 0.45513 -2.66285 -0.1 0.3 0.5
H -0.49014 -0.51199 -3.27892 -0.3 0.6 0.6
H -0.13942 1.91210 -2.11837 1.0 -1.3 0.7
H 1.12581 0.70547 -2.35382 -0.3 -0.1 0.8
H 1.78662 0.59359 1.15094 0.2 0.1 0.3
H 2.60724 0.98781 -0.41071 -0.4 0.4 0.4
H 2.33160 -1.07521 -1.22454 -0.2 -0.4 -1.5
H 0.92772 -1.37188 -0.12305 -0.4 -1.1 -0.1
H 2.66089 -1.37983 0.35025 0.4 -0.9 0.9
H -0.96120 2.34025 0.04392 1.9 0.9 -0.1
H 0.84701 3.02551 0.06179 -0.2 -0.1 -0.6
H 0.10379 2.07984 1.32111 0.5 -0.3 0.7
H -1.23647 -0.43658 0.85266 0.0 0.8 -0.9
H -0.75770 -1.25046 1.95318 0.4 -0.4 0.6
O -1.33146 -1.31839 1.19501 -0.3 -0.5 0.3
H -2.21161 -2.87365 4.10786 0.1 -0.4 0.4
H -2.90175 -1.98464 3.21711 0.0 1.6 -2.4
O -3.06943 -2.46579 3.98387 -0.1 -1.1 1.8
```
Positions in Å, forces in eV/Å.

Calculated values
Frontier orbital gap in eV: 9.57
Structure (SMILES): CCN(C)CC.O.O
Molecular weight in Da: 123.196
LUMO level in eV: 0.61

Looking at relative energy (zero: lowest compared OMol25 entry of this formula, charge and spin) for the records above, in order, we have 0.707 0.081 17.371 2.040 eV.